(1)
{"formula": "C19H20BrIrNO6Se2", "method": "ωB97M-V/def2-TZVPD", "species": ["Ir", "O", "C", "C", "C", "O", "C", "Se", "C", "Se", "H", "H", "H", "H", "H", "H", "H", "H", "H", "H", "C", "C", "O", "C", "C", "C", "C", "C", "C", "O", "H", "H", "H", "H", "H", "H", "H", "Br", "C", "C", "N", "C", "C", "C", "C", "O", "O", "H", "H", "H"], "coordinates": [[0.04, -0.10, -1.35], [2.17, 3.68, 0.93], [2.33, 2.43, 0.26], [2.63, 2.68, -1.22], [3.76, 3.74, -1.29], [4.15, 4.07, -2.61], [3.15, 1.42, -1.93], [2.50, -0.36, -1.35], [1.41, 3.29, -1.93], [-0.26, 2.25, -2.09], [1.82, 3.50, 1.81], [1.43, 1.82, 0.34], [3.17, 1.86, 0.70], [4.62, 3.36, -0.72], [3.42, 4.66, -0.82], [4.47, 3.27, -3.05], [4.23, 1.35, -1.79], [2.94, 1.48, -2.99], [1.69, 3.58, -2.94], [1.13, 4.20, -1.39], [-4.23, -0.69, -1.27], [-2.86, -1.11, -1.75], [-2.09, -0.21, -2.14], [-2.49, -2.50, -1.71], [-3.45, -3.49, -1.41], [-3.12, -4.81, -1.28], [-1.78, -5.20, -1.43], [-0.81, -4.27, -1.72], [-1.12, -2.89, -1.90], [-0.16, -2.09, -2.20], [-4.30, 0.39, -1.32], [-4.36, -1.01, -0.24], [-5.01, -1.13, -1.89], [-4.48, -3.19, -1.28], [-3.88, -5.55, -1.06], [-1.50, -6.24, -1.29], [0.23, -4.56, -1.83], [2.22, 1.16, 5.51], [0.66, 0.28, 4.86], [-0.25, -0.27, 5.76], [-1.35, -0.89, 5.35], [-1.58, -0.97, 4.04], [-0.73, -0.44, 3.08], [0.42, 0.20, 3.51], [-1.05, -0.54, 1.59], [-2.05, -1.15, 1.24], [-0.21, 0.08, 0.86], [-0.08, -0.21, 6.83], [-2.48, -1.48, 3.73], [1.11, 0.60, 2.78]], "e_above_lowest_kcal_mol": 0.00, "lumo_energy_ha": [0.087, 0.054], "charge": -1, "multiplicity": 5}



(2)
{"formula": "C2H3BrO2P", "method": "ωB97M-V/def2-TZVPD", "species": ["C", "C", "O", "O", "P", "Br", "H", "H", "H"], "coordinates": [[-1.31, -0.49, 0.36], [-0.48, -0.13, -0.63], [0.91, 1.29, 1.37], [1.49, 1.64, -1.14], [0.95, 0.82, -0.02], [2.32, -1.20, -0.01], [-2.01, -1.23, 0.18], [-1.30, -0.33, 1.49], [-0.58, -0.37, -1.60]], "e_above_lowest_kcal_mol": 3.16, "lumo_energy_ha": 0.139, "smiles": "C=C[P@](=O)([O-])Br", "charge": -1}



(3)
{"formula": "C5H13N", "method": "ωB97M-V/def2-TZVPD", "species": ["C", "C", "C", "H", "H", "H", "H", "H", "H", "H", "H", "C", "C", "N", "H", "H", "H", "H", "H"], "coordinates": [[1.03, 2.24, 0.03], [0.61, 1.73, -1.35], [-0.79, 1.49, -1.52], [0.32, 2.00, 0.84], [2.00, 1.83, 0.36], [0.86, 3.31, 0.06], [0.81, 2.55, -2.07], [1.26, 0.91, -1.78], [-1.01, 1.63, -2.68], [-1.52, 2.23, -1.19], [-1.20, 0.46, -1.32], [-1.06, -3.41, 0.79], [-0.34, -2.25, 1.07], [0.77, -2.12, 1.87], [-1.17, -4.11, 1.61], [-1.91, -3.18, 0.09], [-0.55, -1.43, 0.34], [1.00, -2.71, 2.66], [0.89, -1.16, 2.19]], "e_above_lowest_kcal_mol": 52.98, "lumo_energy_ha": 0.034, "smiles": "C=CN.CCC"}



(4)
{"formula": "C3H7BrO", "method": "ωB97M-V/def2-TZVPD", "species": ["C", "C", "C", "O", "Br", "H", "H", "H", "H", "H", "H", "H"], "coordinates": [[-0.45, -0.93, -2.32], [0.73, 0.15, 2.23], [-1.14, -0.05, -1.65], [1.02, 0.78, 1.06], [-1.85, 1.54, -2.38], [-0.12, -0.80, -3.41], [0.04, -1.82, -1.93], [1.44, 1.60, 1.29], [-0.34, 0.37, 2.57], [1.21, 0.34, 3.20], [0.91, -0.97, 1.94], [-1.46, -0.21, -0.61]], "e_above_lowest_kcal_mol": 44.42, "lumo_energy_ha": 0.030, "smiles": "C=CBr.CO"}